Record 1
Density functional theory data (the ωB97M-V functional and the def2-TZVPD basis) for a 2-piece molecular cluster, C4H4N2O overall.

Element x y z (Å)
C: -0.00439 -0.72903 -0.10395
C: -0.73292 -1.29912 0.98988
C: -3.72911 0.53708 -0.78291
C: -0.26608 0.70877 0.05851
N: -3.12390 -0.31884 -0.23754
N: -0.10078 -0.16060 1.28821
O: -4.01734 1.48385 -1.41407
H: 0.84453 -1.22160 -0.51515
H: 0.50934 1.53709 0.04744
H: -1.32951 1.00073 -0.04088
H: -2.91204 -1.07665 0.40666

Relative energy (zero: lowest compared OMol25 entry of this formula, charge and spin), kJ/mol: 518.7
Molecular weight, u: 96.09
Max |F|, eV/Å: 2.50
Energy, eV: -9235.1124
LUMO level, eV: 0.28
Highest occupied orbital energy, eV: -9.673
HOMO-LUMO gap, eV: 9.96

=====

Record 2
Density functional theory data (the ωB97M-V functional and the def2-TZVPD basis) for one molecule with the formula C4H4N2O.

Element x y z (Å)
N: 2.37860 0.13385 0.02208
C: 1.41562 -0.64885 0.02501
C: 0.65044 -1.78845 0.03666
N: -0.14650 -0.72790 0.00863
C: -1.30472 -0.11410 -0.01492
C: -1.23765 1.33755 -0.03994
O: -0.19160 1.96724 -0.04030
H: 2.10696 1.11517 0.00205
H: 0.57535 -2.86247 0.05591
H: -2.25353 -0.65182 -0.01553
H: -2.21187 1.86520 -0.05910

Relative energy (zero: lowest compared OMol25 entry of this formula, charge and spin), kJ/mol: 387.8
Molecular weight, u: 96.09
Max |F|, eV/Å: 0.59
Energy, eV: -9236.4691
LUMO level, eV: -0.14
Highest occupied orbital energy, eV: -8.432
HOMO-LUMO gap, eV: 8.30

=====

Record 3
Density functional theory data (the ωB97M-V functional and the def2-TZVPD basis) for one molecule with the formula C4H4N2O.

Element x y z (Å)
N: 1.32811 -1.55249 -1.56308
C: 1.32713 -0.52418 -1.02961
C: 1.17341 0.77170 -0.44744
C: -0.01177 1.12586 0.07559
N: -1.05128 0.21817 0.25974
C: -0.88510 -1.06105 0.77028
O: 0.13542 -1.48331 1.25014
H: 1.99814 1.47000 -0.50691
H: -0.21086 2.15048 0.37414
H: -1.99702 0.54417 0.13309
H: -1.80618 -1.65934 0.68407

Relative energy (zero: lowest compared OMol25 entry of this formula, charge and spin), kJ/mol: 91.5
Molecular weight, u: 96.09
Max |F|, eV/Å: 1.08
Energy, eV: -9239.5392
LUMO level, eV: 0.35
Highest occupied orbital energy, eV: -9.720
HOMO-LUMO gap, eV: 10.07

=====

Record 4
Density functional theory data (the ωB97M-V functional and the def2-TZVPD basis) for a 2-piece molecular cluster, C4H4N2O overall.

Element x y z (Å)
N: -2.68469 1.04822 -0.26115
C: -2.20302 0.23000 0.34400
N: -1.76987 -0.70740 1.16730
C: -0.82727 -1.45844 1.41945
O: -0.05564 -2.17690 1.81972
C: 1.70742 0.99562 -0.60777
C: 0.90773 0.05625 -0.95635
H: 1.39276 1.93321 -0.93090
H: 2.49076 0.72022 0.04854
H: 0.15525 0.26430 -1.62892
H: 0.88656 -0.90508 -0.41392

Relative energy (zero: lowest compared OMol25 entry of this formula, charge and spin), kJ/mol: 235.2
Molecular weight, u: 96.09
Max |F|, eV/Å: 4.92
Energy, eV: -9238.0497
LUMO level, eV: 0.42
Highest occupied orbital energy, eV: -10.608
HOMO-LUMO gap, eV: 11.03